(1)
# C10H16INO5PtS2

A structure of composition C10H16INO5PtS2 (wB97M-V/def2-TZVPD, the Open Molecules 2025 dataset).

Element x y z (Å)
Pt 0.543 0.118 -0.529
C 0.586 0.825 2.859
S 0.063 1.671 1.362
C 1.436 2.820 1.181
H 1.576 0.400 2.716
H -0.130 0.034 3.075
H 0.585 1.528 3.690
H 1.412 3.542 1.996
H 1.306 3.321 0.224
H 2.365 2.256 1.168
C 3.476 -2.661 0.648
O 2.316 -2.028 0.098
C 2.217 -0.682 0.307
O 3.044 -0.114 0.986
H 3.383 -2.761 1.731
H 4.377 -2.092 0.425
H 3.524 -3.647 0.193
I 0.251 -1.986 -2.778
C -1.242 -2.209 -1.355
C -2.435 -2.846 -1.673
C -3.407 -2.911 -0.694
C -3.168 -2.350 0.552
C -1.952 -1.734 0.769
N -0.996 -1.679 -0.165
H -2.587 -3.255 -2.661
H -4.354 -3.390 -0.903
H -3.909 -2.378 1.337
H -1.715 -1.276 1.720
C -1.202 3.708 -1.747
S -0.460 2.226 -2.353
O -1.189 1.107 -1.675
O -0.585 2.238 -3.782
O 0.917 2.202 -1.818
H -2.219 3.766 -2.126
H -0.619 4.548 -2.115
H -1.207 3.689 -0.660

Forces on atoms 1 to 3 (eV/Å):
0.023 -0.027 0.174
-0.009 -0.015 0.106
-0.085 0.089 0.072

electronic energy: -55373.668 eV
charge: 0
HOMO energy (alpha / beta): -6.794 / -9.105 eV
2S+1: 3
E_LUMO (alpha / beta): 0.1 / -0.7 eV
<S²>: 2.01

***

(2)
# C77H168N12O15

A cluster of 12 separate species, C77H168N12O15 in total at a distorted geometry (wB97M-V/def2-TZVPD, the Open Molecules 2025 dataset).

Element x y z (Å)
C -21.312 -1.044 8.438
C -22.851 -1.153 8.503
C -23.677 -0.555 7.331
C -23.640 0.973 7.246
N -24.650 1.512 6.178
C -24.416 2.923 5.765
C -24.947 3.706 6.985
C -26.038 2.731 7.703
C -26.011 1.505 6.828
C -24.698 0.645 4.890
C -23.387 0.615 4.193
C -23.645 -0.147 2.915
H -20.934 -1.661 9.276
H -20.919 -0.046 8.690
H -21.010 -1.375 7.414
H -23.124 -0.652 9.453
H -23.149 -2.202 8.551
H -24.684 -0.930 7.564
H -23.411 -1.054 6.429
H -22.660 1.127 6.820
H -23.698 1.484 8.216
H -25.097 3.028 4.885
H -23.401 3.063 5.424
H -25.530 4.523 6.648
H -24.226 3.943 7.726
H -27.002 3.225 7.596
H -25.731 2.445 8.709
H -26.754 1.624 6.067
H -26.199 0.597 7.371
H -25.514 1.024 4.286
H -25.022 -0.323 5.200
H -22.627 0.064 4.808
H -23.018 1.567 3.911
H -23.972 -1.156 3.152
H -22.770 -0.186 2.275
H -24.500 0.324 2.353
C -28.089 5.499 6.091
C -28.801 6.103 4.949
C -30.079 5.325 4.624
C -30.952 6.068 3.653
N -31.834 5.153 2.723
C -32.868 4.310 3.500
C -32.956 2.910 2.873
C -31.993 2.959 1.673
C -31.033 4.091 2.048
C -32.504 5.972 1.657
C -33.330 7.231 1.984
C -34.289 7.507 0.849
H -27.146 6.051 6.216
H -27.853 4.439 6.092
H -28.614 5.658 7.007
H -28.247 6.068 4.007
H -29.082 7.125 5.135
H -30.698 5.067 5.498
H -29.700 4.404 4.137
H -30.282 6.613 3.014
H -31.682 6.739 4.113
H -33.802 4.850 3.496
H -32.494 4.242 4.516
H -33.963 2.733 2.493
H -32.708 2.159 3.616
H -32.535 3.146 0.745
H -31.327 2.087 1.560
H -30.635 4.527 1.162
H -30.280 3.712 2.719
H -33.177 5.252 1.181
H -31.717 6.154 0.923
H -32.767 8.134 2.224
H -33.959 6.934 2.865
H -33.706 7.816 -0.028
H -34.944 8.283 1.183
H -34.884 6.676 0.563
C -26.708 -2.109 -0.019
C -28.164 -2.039 -0.413
C -29.104 -2.456 0.679
C -30.507 -2.257 0.283
N -31.588 -2.510 1.268
C -32.962 -2.049 0.718
C -33.850 -1.863 1.885
C -32.955 -1.633 3.139
C -31.491 -1.667 2.549
C -31.571 -3.937 1.697
C -32.127 -5.038 0.796
C -31.872 -6.425 1.468
H -26.373 -3.019 0.478
H -26.592 -1.305 0.746
H -25.989 -1.818 -0.823
H -28.433 -2.740 -1.228
H -28.319 -1.056 -0.827
H -28.931 -1.851 1.591
H -28.942 -3.501 0.941
H -30.819 -2.831 -0.587
H -30.649 -1.210 -0.028
H -33.306 -2.770 -0.017
H -32.709 -1.135 0.182
H -34.449 -2.706 2.072
H -34.548 -1.028 1.875
H -33.095 -2.343 3.908
H -33.048 -0.599 3.473
H -30.756 -2.148 3.177
H -31.077 -0.676 2.305
H -31.983 -3.947 2.709
H -30.528 -4.121 1.951
H -31.643 -4.988 -0.202
H -33.206 -4.893 0.619
H -32.477 -7.183 0.976
H -32.151 -6.472 2.531
H -30.847 -6.710 1.489
C -31.327 -7.258 8.331
C -32.003 -7.037 9.715
C -31.121 -6.207 10.707
C -32.007 -5.740 11.809
N -31.267 -5.342 13.109
C -30.605 -6.615 13.663
C -31.341 -7.022 14.921
C -32.680 -6.150 14.837
C -32.258 -4.878 14.146
C -30.216 -4.280 12.959
C -30.770 -2.957 12.517
C -29.613 -1.984 12.186
H -31.105 -6.289 7.926
H -31.995 -7.782 7.657
H -30.330 -7.780 8.339
H -32.191 -7.975 10.217
H -32.964 -6.528 9.640
H -30.739 -5.409 10.058
H -30.341 -6.897 11.006
H -32.595 -6.610 12.071
H -32.625 -4.901 11.528
H -29.562 -6.390 13.893
H -30.657 -7.357 12.887
H -30.833 -6.728 15.839
H -31.530 -8.115 14.894
H -33.172 -5.869 15.761
H -33.498 -6.682 14.358
H -31.611 -4.278 14.779
H -32.913 -4.155 13.662
H -29.495 -4.605 12.208
H -29.666 -4.267 13.905
H -31.335 -2.524 13.312
H -31.409 -3.058 11.695
H -28.879 -2.475 11.499
H -28.963 -1.748 13.090
H -29.898 -1.057 11.709
C -26.487 -3.607 9.985
C -27.253 -3.380 8.698
C -27.577 -4.643 7.873
C -26.425 -5.598 7.798
N -26.662 -6.926 7.018
C -27.826 -7.681 7.536
C -27.274 -8.716 8.592
C -25.691 -8.540 8.547
C -25.468 -7.809 7.222
C -26.871 -6.610 5.520
C -25.732 -5.849 4.776
C -26.135 -5.831 3.257
H -26.386 -2.678 10.537
H -25.535 -4.110 9.770
H -27.014 -4.275 10.692
H -26.660 -2.753 8.093
H -28.213 -2.861 8.947
H -27.881 -4.261 6.870
H -28.498 -5.143 8.188
H -26.205 -5.920 8.808
H -25.526 -5.099 7.319
H -28.345 -8.113 6.710
H -28.490 -6.977 8.037
H -27.525 -9.722 8.257
H -27.686 -8.493 9.568
H -25.294 -9.530 8.413
H -25.258 -8.034 9.400
H -25.441 -8.476 6.370
H -24.561 -7.199 7.209
H -27.840 -6.155 5.404
H -26.973 -7.610 5.108
H -24.764 -6.347 4.884
H -25.692 -4.854 5.218
H -26.864 -5.070 2.971
H -26.461 -6.866 2.971
H -25.205 -5.645 2.687
C -26.543 -2.400 3.719
C -27.805 -2.641 4.522
C -28.149 -1.645 5.629
C -29.635 -1.285 5.467
N -30.096 -0.304 6.601
C -31.426 0.468 6.179
C -31.399 1.756 7.022
C -29.929 2.218 6.931
C -29.143 0.839 6.875
C -30.312 -1.073 7.867
C -31.427 -2.128 7.844
C -31.437 -2.983 9.116
H -25.781 -2.142 4.454
H -26.806 -1.440 3.130
H -26.394 -3.171 2.980
H -27.720 -3.616 5.054
H -28.679 -2.689 3.877
H -27.533 -0.714 5.496
H -27.926 -2.073 6.619
H -30.249 -2.187 5.511
H -29.667 -0.724 4.485
H -32.250 -0.198 6.402
H -31.274 0.693 5.121
H -31.774 1.590 8.034
H -32.096 2.440 6.609
H -29.628 2.888 7.729
H -29.797 2.769 6.030
H -28.707 0.645 7.857
H -28.464 0.882 6.058
H -30.458 -0.423 8.708
H -29.320 -1.506 8.014
H -31.493 -2.776 6.986
H -32.380 -1.688 7.877
H -30.470 -3.498 9.171
H -32.241 -3.719 9.042
H -31.549 -2.370 10.019
C -34.680 -1.303 11.172
C -34.242 -0.537 9.887
C -34.233 0.967 10.179
C -33.090 1.262 11.117
N -32.806 2.679 11.412
C -32.133 3.435 10.240
C -31.543 4.676 10.816
C -30.976 4.208 12.171
C -31.735 2.845 12.509
C -34.069 3.377 11.803
C -35.003 2.717 12.839
C -36.214 3.630 12.938
H -33.984 -1.274 11.982
H -34.833 -2.339 10.882
H -35.608 -0.859 11.508
H -34.969 -0.774 9.066
H -33.303 -0.808 9.424
H -35.212 1.254 10.555
H -34.071 1.438 9.209
H -32.213 0.833 10.705
H -33.270 0.751 12.061
H -32.845 3.598 9.407
H -31.386 2.708 9.822
H -32.225 5.525 10.889
H -30.706 4.962 10.211
H -31.004 4.942 12.973
H -29.928 3.891 12.067
H -32.273 2.877 13.452
H -31.093 1.980 12.487
H -34.643 3.535 10.852
H -33.931 4.369 12.157
H -34.387 2.564 13.762
H -35.431 1.784 12.462
H -36.899 3.117 13.606
H -36.712 3.873 12.006
H -35.972 4.594 13.381
N -28.574 1.979 3.252
O -29.549 1.517 2.663
O -28.066 1.390 4.222
O -28.191 3.080 2.933
N -23.779 -3.629 5.852
O -24.911 -3.176 6.225
O -23.454 -4.739 6.311
O -23.159 -3.001 4.998
N -28.703 1.366 10.903
O -27.839 0.612 10.630
O -29.877 1.048 10.760
O -28.437 2.495 11.338
N -34.237 1.217 5.759
O -34.315 0.689 4.674
O -34.427 0.569 6.826
O -33.769 2.383 5.857
N -30.551 -4.647 5.068
O -31.580 -4.053 4.730
O -30.257 -4.910 6.259
O -29.799 -5.053 4.163

Forces on atoms 1 to 3 (eV/Å):
-0.453 -0.293 -0.181
0.303 1.120 0.306
-1.040 -0.162 2.182

electronic energy: -131135.595 eV
charge: +2
HOMO energy: -11.339 eV
E_LUMO: -3.2 eV

***

(3)
# C37H47BrCl6F4ILiMgN5O9S2

A structure of composition C37H47BrCl6F4ILiMgN5O9S2 at a distorted geometry (wB97M-V/def2-TZVPD, the Open Molecules 2025 dataset).

Element x y z (Å)
C 0.015 -1.691 6.292
C 0.229 -1.639 4.681
C 1.780 -1.345 4.282
F 2.185 -0.213 5.082
N 1.773 -1.105 2.821
C 2.123 0.272 2.460
O 3.231 0.834 2.595
O 1.075 1.066 1.856
C 1.161 2.431 2.414
C -0.183 3.182 1.986
C -1.423 2.837 2.966
C -2.778 3.573 2.623
C -4.005 3.254 3.497
C -3.958 2.250 4.694
C -2.590 1.572 5.034
C -1.312 1.859 4.164
C 2.524 -2.139 2.050
I 1.513 -4.103 2.234
C 4.075 -2.294 2.420
C 4.753 -3.127 1.199
H 0.445 -0.768 6.826
H 0.450 -2.640 6.751
H -1.121 -1.708 6.534
H -0.420 -0.762 4.321
H -0.166 -2.613 4.231
H 2.336 -2.318 4.541
H 1.321 2.372 3.540
H 2.029 2.969 1.876
H -0.492 2.767 0.953
H -0.054 4.314 1.850
H -2.808 4.305 1.736
H -4.983 3.789 3.236
H -4.937 2.024 5.346
H -2.437 0.828 5.897
H -0.322 1.357 4.410
H 2.456 -1.858 0.944
H 4.659 -1.316 2.476
H 4.251 -2.826 3.433
H 4.286 -2.774 0.202
H 5.858 -2.833 1.138
H 4.597 -4.246 1.292
C 4.827 -7.465 0.406
Cl 4.035 -7.099 1.950
Cl 5.116 -6.010 -0.552
H 5.782 -7.948 0.606
H 4.188 -8.137 -0.165
Mg -0.451 0.111 7.643
F -0.134 -5.116 3.970
Br -6.091 2.611 6.149
C 2.714 3.002 -1.627
Cl 3.194 4.658 -1.201
Cl 2.960 1.934 -0.230
Cl 1.002 2.977 -2.103
Cl 3.700 2.428 -2.991
C 6.281 -0.599 -3.552
C 5.201 -1.391 -2.783
O 5.652 -1.577 -1.554
H 7.228 -1.144 -3.610
H 5.945 -0.417 -4.583
H 6.473 0.377 -3.094
H 4.993 -2.283 -3.409
H 4.264 -0.807 -2.913
C 4.254 -5.465 -11.016
N 3.670 -4.329 -10.274
C 2.379 -4.392 -9.883
C 1.812 -3.363 -9.151
C 2.573 -2.244 -8.800
C 3.900 -2.205 -9.244
C 4.427 -3.252 -9.978
C 2.027 -1.155 -7.975
C 2.633 -0.812 -6.763
C 2.151 0.243 -6.010
N 1.089 0.960 -6.435
C 0.461 0.643 -7.589
C 0.910 -0.409 -8.370
C 0.619 2.112 -5.642
H 3.652 -5.632 -11.910
H 4.231 -6.336 -10.359
H 5.281 -5.237 -11.295
H 1.818 -5.280 -10.155
H 0.776 -3.455 -8.837
H 4.537 -1.354 -9.022
H 5.453 -3.244 -10.326
H 3.490 -1.366 -6.391
H 2.611 0.527 -5.069
H -0.390 1.251 -7.876
H 0.395 -0.624 -9.301
H -0.430 1.950 -5.395
H 0.747 3.010 -6.249
H 1.208 2.189 -4.732
N -4.715 5.670 8.892
S -4.541 7.104 9.533
O -5.700 7.963 9.538
O -3.260 7.752 9.364
F -4.467 6.690 11.069
S -4.885 5.744 7.340
O -5.364 4.502 6.745
O -3.852 6.423 6.570
F -6.146 6.691 7.133
Li -3.558 7.831 5.273
C -10.315 1.391 1.410
C -10.261 0.948 2.728
C -9.082 0.408 3.233
C -7.962 0.321 2.409
C -8.013 0.755 1.086
C -9.196 1.291 0.588
N -6.712 -0.223 2.944
O -6.712 -0.611 4.103
O -5.740 -0.254 2.203
H -11.235 1.816 1.020
H -11.137 1.026 3.363
H -9.052 0.067 4.262
H -7.147 0.686 0.437
H -9.245 1.635 -0.439

Forces on atoms 1 to 3 (eV/Å):
-0.498 -1.153 -0.773
-0.014 1.294 0.963
-2.735 -1.489 0.675

electronic energy: -256445.100 eV
charge: +1
HOMO energy: -7.361 eV
E_LUMO: -5.5 eV

***

(4)
# C5H11FSi

A structure of composition C5H11FSi at a distorted geometry (wB97M-V/def2-TZVPD, the Open Molecules 2025 dataset).

Element x y z (Å)
C 1.792 -0.989 -0.134
C 1.122 0.124 -0.339
C 3.337 -0.888 -0.108
C -2.237 1.813 -0.954
C -1.782 -0.477 1.494
F -2.135 -0.898 -1.265
Si -1.377 0.132 -0.246
H 1.408 -2.011 -0.294
H 1.496 1.072 -0.040
H 3.715 -1.659 -0.905
H 3.977 -1.091 0.909
H 3.472 0.172 -0.274
H -3.285 1.669 -0.691
H -2.017 2.778 -0.554
H -2.177 1.857 -2.020
H -2.823 -0.738 1.616
H -1.009 -1.208 1.654
H -1.476 0.343 2.151

Forces on atoms 1 to 3 (eV/Å):
1.637 -1.038 -0.544
-4.911 -0.676 1.004
0.785 -1.759 1.404

ΔE to the lowest compared entry with this formula, charge and spin: 1.601 eV
electronic energy: -15957.521 eV
charge: 0
HOMO energy: -9.040 eV
E_LUMO: 0.9 eV